97
Properties=species:S:1:pos:R:3:forces:R:3:lowdin_charge:R:1 method="wB97M-V/def2-TZVPD" smiles=C1CCOC1.C1CCOC1.C1CCOC1.C1CCOC1.C1CCOC1.ClCCCl.ClCCCl.ClCCCl.ClCCCl orbital_gap_ev=9.8 homo_energy_ev=-9.25
C -5.484 -1.739 16.622 -2.02 -0.27 -1.44 -0.15
C -5.049 -3.224 16.462 -1.39 1.69 1.58 -0.16
C -4.945 -3.616 17.927 -0.79 -0.87 -0.18 -0.18
O -6.072 -2.953 18.569 0.49 0.52 0.09 -0.23
C -6.307 -1.660 17.958 0.82 -0.73 -1.43 -0.18
H -6.129 -1.509 15.726 0.54 0.13 0.92 0.12
H -4.685 -1.022 16.611 0.59 0.14 0.14 0.09
H -4.192 -3.308 15.866 1.44 -0.28 -0.59 0.09
H -5.861 -3.750 15.992 -0.27 -0.39 -0.12 0.07
H -3.994 -3.260 18.363 -0.36 -0.48 0.05 0.13
H -5.154 -4.723 18.026 0.64 1.21 0.39 0.11
H -5.948 -0.762 18.476 0.01 -0.58 0.72 0.10
H -7.394 -1.558 17.822 0.32 -0.08 -0.10 0.11
C 0.615 -4.208 25.507 0.64 -1.91 -2.18 -0.10
C 0.487 -3.661 24.018 -1.88 -0.44 2.45 -0.15
C 0.171 -4.883 23.171 -0.22 0.45 -1.95 -0.25
O -0.340 -5.892 24.031 1.10 0.62 0.35 -0.19
C 0.506 -5.752 25.179 0.31 0.59 0.71 -0.20
H -0.162 -3.917 26.191 -0.21 0.38 0.10 0.09
H 1.623 -4.028 25.881 -0.27 0.22 0.33 0.10
H 1.358 -3.179 23.742 1.93 0.85 -0.74 0.07
H -0.281 -2.896 24.052 -0.41 -0.04 -0.45 0.10
H 1.133 -5.205 22.660 -1.07 -0.05 0.50 0.14
H -0.608 -4.645 22.384 1.03 -0.49 0.86 0.08
H 1.552 -6.127 25.013 -0.90 -0.01 -0.22 0.13
H 0.036 -6.302 25.980 0.04 -0.26 0.27 0.07
C -6.998 -4.203 27.827 -0.31 2.14 -0.32 -0.17
C -6.743 -3.869 26.343 0.45 -0.89 1.10 -0.17
C -6.476 -5.244 25.729 -0.93 1.13 0.98 -0.20
O -6.073 -6.054 26.830 0.25 -0.77 0.69 -0.15
C -5.970 -5.252 28.012 1.31 -0.44 1.32 -0.24
H -7.985 -4.616 27.943 -0.51 -0.04 0.40 0.11
H -6.841 -3.249 28.423 -0.36 -1.38 -0.33 0.14
H -5.844 -3.323 26.414 1.29 0.82 -0.47 0.09
H -7.436 -3.276 25.811 -1.09 0.48 -0.38 0.09
H -5.629 -5.144 25.071 -0.11 -0.48 -0.97 0.10
H -7.462 -5.562 25.324 1.10 -0.52 -0.25 0.11
H -4.952 -4.828 28.163 -0.27 0.13 -0.79 0.11
H -6.019 -5.820 28.973 -0.71 -0.29 -1.07 0.13
C -1.492 -9.883 21.944 0.83 0.35 -0.94 -0.16
C -0.863 -10.318 20.556 0.36 -0.77 2.61 -0.15
C 0.197 -9.306 20.333 1.22 1.28 1.20 -0.20
O 0.686 -9.024 21.662 0.72 -0.02 0.11 -0.16
C -0.358 -9.064 22.613 -0.01 -1.21 -0.16 -0.23
H -1.747 -10.757 22.545 -0.41 0.31 -0.20 0.09
H -2.319 -9.225 21.702 -0.53 -0.16 0.40 0.08
H -1.604 -10.444 19.827 -0.93 -0.09 -1.20 0.09
H -0.380 -11.281 20.783 -0.08 0.17 -0.53 0.12
H -0.075 -8.325 19.922 -0.51 -0.38 -0.40 0.12
H 1.111 -9.643 19.862 -0.12 -0.27 -0.69 0.12
H -0.610 -8.063 22.897 -0.56 0.72 0.09 0.07
H 0.007 -9.556 23.534 0.02 0.05 -0.42 0.12
C -8.001 -10.119 24.491 0.01 1.05 0.21 -0.15
C -8.972 -9.199 23.680 0.05 -1.41 1.34 -0.18
C -8.088 -8.336 22.856 1.55 0.68 1.21 -0.18
O -6.845 -8.155 23.661 -0.84 -1.13 -0.13 -0.21
C -6.902 -9.062 24.802 0.47 0.15 0.47 -0.19
H -7.571 -10.927 23.905 -0.11 -0.14 -0.09 0.10
H -8.510 -10.519 25.407 0.65 0.28 -0.82 0.12
H -9.543 -8.711 24.487 0.01 0.42 -0.77 0.12
H -9.629 -9.739 23.025 -0.60 -0.41 -0.07 0.10
H -8.497 -7.338 22.782 -0.09 0.24 -0.69 0.09
H -7.835 -8.808 21.895 -0.07 0.38 0.22 0.12
H -7.194 -8.440 25.692 0.36 -0.64 -0.58 0.12
H -5.861 -9.498 24.974 -1.40 0.59 -0.25 0.09
Cl -2.121 -6.404 27.832 0.26 0.05 0.54 0.58
C -2.772 -7.261 26.425 1.56 -0.51 -0.40 -0.66
C -2.038 -8.610 26.150 -1.32 1.37 0.50 -0.58
Cl -2.976 -9.324 24.832 0.03 -0.49 -0.26 0.67
H -2.514 -6.629 25.587 -0.28 0.25 -0.27 0.03
H -3.831 -7.321 26.564 -0.58 -0.35 -0.05 0.04
H -2.010 -9.266 26.994 -0.33 -0.42 0.48 0.06
H -1.030 -8.450 25.840 0.59 0.24 -0.45 0.05
Cl -5.080 -1.289 21.620 -0.20 -0.33 0.07 0.57
C -6.143 -2.407 22.542 0.23 0.54 0.97 -0.67
C -7.156 -3.053 21.671 0.92 -1.44 -0.05 -0.63
Cl -8.172 -4.162 22.669 0.09 0.24 -0.04 0.60
H -6.662 -1.808 23.278 0.08 0.26 0.26 0.06
H -5.524 -3.134 23.072 0.03 0.09 -0.28 0.02
H -6.632 -3.668 20.947 -0.23 -0.04 -0.29 0.05
H -7.779 -2.352 21.193 -0.82 0.73 -0.56 0.06
Cl -9.555 -7.021 19.339 0.37 0.36 0.34 0.55
C -8.382 -5.662 19.280 -0.58 0.65 -0.45 -0.66
C -8.636 -4.794 18.082 -0.61 -0.07 -1.56 -0.57
Cl -8.030 -5.624 16.532 -0.18 0.28 0.72 0.50
H -7.401 -6.039 19.157 0.97 -0.82 0.11 0.02
H -8.363 -5.042 20.180 -0.60 -0.40 0.05 0.02
H -8.051 -3.873 18.118 -0.18 -0.16 0.18 0.04
H -9.706 -4.623 17.829 0.79 0.03 0.59 0.07
Cl -3.163 -4.579 22.741 0.01 0.74 -0.32 0.66
C -3.443 -6.297 22.608 0.73 -1.65 1.61 -0.69
C -4.749 -6.710 22.022 0.03 0.16 0.17 -0.68
Cl -4.620 -6.775 20.280 -0.13 -0.06 -1.24 0.62
H -3.396 -6.701 23.657 -0.12 0.48 -0.97 0.05
H -2.635 -6.856 22.069 -0.44 0.97 0.34 0.07
H -5.644 -6.145 22.247 0.14 0.40 0.39 0.05
H -4.902 -7.690 22.406 -0.41 -0.93 -0.03 0.05

122
Properties=species:S:1:pos:R:3:forces:R:3:lowdin_charge:R:1 method="wB97M-V/def2-TZVPD" smiles="O=C1OC[C@@H](F)O1.O=C1OC[C@@H](F)O1.C[N+](=O)[O-].C[N+](=O)[O-].C[N+](=O)[O-].C[N+](=O)[O-].C[N+](=O)[O-].C[N+](=O)[O-].O=S1(=O)CCCC1.O=S1(=O)CCCC1.O=S1(=O)CCCC1.O=S1(=O)CCCC1" orbital_gap_ev=9.8 homo_energy_ev=-10.09
O -11.202 -27.422 11.457 5.95 -0.53 0.31 0.07
C -9.926 -27.553 11.476 -7.03 0.37 -0.42 -0.51
O -9.222 -27.842 12.555 -1.40 -0.20 1.63 0.08
C -7.842 -27.930 12.344 -0.42 1.51 -0.38 -0.05
C -7.828 -27.715 10.831 0.02 -0.41 -0.17 -0.29
F -7.595 -28.886 10.274 1.50 -2.12 -1.33 0.09
O -9.188 -27.478 10.369 1.98 1.22 1.53 0.16
H -7.360 -27.097 12.856 0.02 0.05 0.06 0.14
H -7.443 -28.855 12.760 -0.07 -0.15 -0.65 0.15
H -7.067 -26.991 10.540 -0.55 0.28 -0.58 0.17
O 3.065 -21.380 10.963 -0.20 -2.73 -3.67 0.11
C 3.018 -22.093 9.930 0.32 1.63 7.31 -0.57
O 3.021 -23.425 9.922 -0.02 -1.44 1.73 0.10
C 2.862 -23.917 8.620 -1.02 -1.09 0.24 -0.07
C 3.014 -22.685 7.825 2.36 -1.14 0.59 -0.40
F 1.987 -22.498 7.075 -2.22 0.40 -3.07 0.15
O 2.972 -21.661 8.749 0.76 2.86 -3.20 0.21
H 3.526 -24.749 8.386 0.34 0.36 0.25 0.15
H 1.855 -24.260 8.383 -0.31 -0.26 0.70 0.15
H 3.977 -22.836 7.337 -0.01 1.43 -0.87 0.18
C -11.804 -21.581 7.971 0.66 1.16 -0.02 0.06
N -11.980 -20.159 7.409 -0.03 -0.15 1.13 -0.42
O -10.952 -19.551 7.088 -1.95 -0.76 0.04 0.04
O -13.126 -19.723 7.501 1.51 0.11 -0.77 0.05
H -12.649 -21.784 8.628 0.06 -0.07 -0.46 0.09
H -10.890 -21.457 8.552 -0.04 -0.43 -0.05 0.09
H -11.648 -22.281 7.150 -0.20 0.14 0.13 0.09
C 0.189 -17.239 3.621 1.66 0.84 -0.46 0.04
N -0.431 -15.907 3.326 1.26 -0.51 -1.25 -0.46
O -1.606 -15.920 3.483 -2.28 0.93 0.39 0.07
O 0.231 -14.998 2.823 -0.42 -1.04 0.87 0.05
H -0.377 -17.784 4.376 0.20 0.34 -0.17 0.10
H 1.219 -16.963 3.844 -0.02 -0.52 0.58 0.09
H 0.257 -17.763 2.668 -0.41 -0.03 0.06 0.10
C 2.972 -14.294 11.877 0.61 -0.86 -1.18 0.03
N 2.505 -13.389 10.778 -0.90 -1.95 1.94 -0.43
O 2.536 -12.271 11.254 -0.76 1.43 -2.91 0.06
O 2.039 -13.910 9.744 1.08 2.31 1.57 0.05
H 3.962 -14.593 11.533 0.00 -0.42 0.29 0.10
H 2.280 -15.137 11.872 0.27 0.02 0.42 0.10
H 3.062 -13.673 12.769 -0.30 -0.55 -0.13 0.10
C -6.574 -21.606 1.931 -0.81 0.73 -0.30 0.03
N -5.973 -22.529 2.902 1.14 0.09 2.20 -0.44
O -6.674 -23.245 3.598 -0.36 0.07 -1.13 0.06
O -4.780 -22.370 3.148 -0.40 -0.14 -0.86 0.05
H -5.826 -20.866 1.645 -0.06 -0.41 -0.11 0.10
H -7.377 -21.104 2.470 0.07 -0.03 0.08 0.10
H -7.058 -22.099 1.088 0.42 -0.29 0.11 0.10
C -10.526 -13.354 5.422 -0.39 -1.52 -0.90 0.03
N -11.482 -12.990 6.543 4.42 1.81 1.04 -0.42
O -11.335 -13.606 7.589 -1.24 -0.60 -0.70 0.05
O -11.874 -11.849 6.472 -1.74 0.16 -0.15 0.06
H -11.042 -14.164 4.908 0.34 0.00 -0.29 0.09
H -9.569 -13.722 5.790 -0.49 -0.14 0.66 0.09
H -10.261 -12.550 4.735 -0.90 0.28 0.36 0.09
C 1.223 -27.114 15.693 1.86 -0.87 -1.41 0.02
N 1.744 -26.688 16.991 -2.60 3.68 0.26 -0.44
O 2.918 -26.709 17.226 0.26 -0.67 0.56 0.09
O 0.856 -26.061 17.632 1.96 -1.53 -0.07 0.03
H 1.032 -28.180 15.818 -1.06 0.27 -0.36 0.11
H 2.061 -27.082 14.997 0.37 -0.17 0.20 0.09
H 0.563 -26.369 15.250 -0.79 -0.70 0.83 0.11
O -13.393 -18.447 16.560 1.13 1.53 -0.03 -0.35
S -12.357 -17.484 16.169 1.07 -0.71 -0.31 0.72
O -11.365 -17.934 15.185 -1.02 0.62 0.88 -0.36
C -13.151 -15.898 15.629 1.42 -0.87 0.75 -0.19
C -13.044 -15.015 16.892 -1.59 -0.11 1.37 -0.23
C -11.696 -15.242 17.635 0.31 -0.34 -2.06 -0.21
C -11.384 -16.748 17.622 -0.86 -0.63 -0.09 -0.20
H -14.041 -16.301 15.146 -0.55 0.71 0.63 0.10
H -12.529 -15.470 14.843 0.19 -0.19 0.00 0.10
H -13.250 -13.964 16.689 0.51 0.04 -0.35 0.11
H -13.789 -15.205 17.664 -0.61 -0.62 -0.38 0.11
H -11.611 -14.825 18.639 -0.33 0.12 -0.23 0.11
H -11.047 -14.712 16.938 0.94 -0.10 0.52 0.11
H -11.694 -17.263 18.532 -0.62 0.13 -0.03 0.09
H -10.347 -17.075 17.543 0.01 0.42 -0.65 0.09
O -1.658 -20.185 23.110 0.14 0.25 0.10 -0.32
S -1.404 -18.785 22.909 1.53 5.37 -0.56 0.74
O -0.028 -18.145 22.833 -2.91 -2.49 0.33 -0.39
C -2.291 -18.100 21.434 0.72 0.56 -0.63 -0.23
C -3.725 -17.573 21.758 0.48 -3.77 1.27 -0.18
C -3.719 -17.246 23.285 1.16 1.32 0.27 -0.20
C -2.405 -17.651 24.052 -0.23 -1.15 -0.93 -0.19
H -2.063 -18.848 20.674 -1.03 -0.26 -0.20 0.09
H -1.674 -17.273 21.083 0.28 0.13 0.53 0.09
H -4.204 -16.862 21.085 0.65 0.25 0.24 0.11
H -4.332 -18.478 21.724 -0.39 -0.02 -0.49 0.10
H -4.559 -17.561 23.904 -0.28 -0.06 -0.68 0.11
H -3.686 -16.157 23.244 -0.28 0.13 0.76 0.10
H -2.516 -18.286 24.930 -0.46 0.33 0.13 0.08
H -1.890 -16.721 24.295 0.64 -0.59 -0.11 0.09
O -4.168 -8.062 12.218 0.73 -0.19 0.42 -0.33
S -4.654 -9.410 12.356 -0.50 -0.44 0.63 0.68
O -3.918 -10.501 12.999 -0.65 1.39 -0.66 -0.33
C -6.321 -9.293 13.083 -0.92 -0.60 -1.56 -0.20
C -7.096 -10.397 12.316 0.12 -1.89 -0.40 -0.22
C -6.666 -10.434 10.832 0.36 2.37 -1.30 -0.21
C -5.195 -9.917 10.729 -0.18 -0.73 -0.67 -0.23
H -6.776 -8.378 12.704 0.47 0.38 -0.02 0.10
H -6.402 -9.232 14.169 0.44 -0.59 -0.12 0.11
H -6.841 -11.429 12.561 0.26 0.10 1.19 0.11
H -8.181 -10.385 12.420 0.06 0.52 0.04 0.11
H -7.220 -9.727 10.214 -0.33 0.67 0.46 0.10
H -6.855 -11.275 10.165 0.28 -0.94 1.10 0.11
H -5.089 -9.063 10.061 -0.22 0.21 0.36 0.10
H -4.503 -10.643 10.303 0.06 -0.27 0.51 0.10
O -3.133 -21.317 11.292 -2.07 1.92 -0.06 -0.36
S -4.248 -20.340 11.169 0.60 0.13 -0.43 0.71
O -5.624 -20.785 11.071 0.40 -0.34 0.37 -0.35
C -4.180 -18.973 12.427 0.73 -1.88 0.81 -0.23
C -3.916 -17.648 11.792 0.47 -0.10 -1.50 -0.22
C -4.292 -17.711 10.264 -0.39 -1.13 0.05 -0.17
C -3.987 -19.216 9.766 0.88 1.22 1.32 -0.21
H -3.368 -19.254 13.097 0.02 -0.08 0.05 0.10
H -5.092 -19.034 13.022 -0.17 -0.01 -0.39 0.10
H -4.398 -16.918 12.443 -0.08 0.44 -0.71 0.12
H -2.853 -17.420 11.719 0.12 -0.13 0.77 0.11
H -3.592 -17.108 9.686 -0.29 0.26 0.12 0.10
H -5.305 -17.337 10.114 -0.04 -0.42 -0.32 0.10
H -2.899 -19.217 9.702 0.13 -0.18 -0.37 0.09
H -4.400 -19.623 8.843 -0.32 0.27 0.27 0.10